66
Properties=species:S:1:pos:R:3:forces:R:3:mulliken_spin:R:1 method="wB97M-V/def2-TZVPD" homo_ev="-8.670 / -8.674" spin_multiplicity=5 relative_energy_ev=0.7423 max_force_ev_per_a=3.3
Pm -1.037830 0.530467 0.360384 -1.1324 3.1437 -0.0720 4.0048
S -5.232966 3.604937 -5.985674 -0.0217 0.0391 -0.0609 0.0000
N -3.997111 4.242969 -5.169944 -0.0019 0.1179 -0.0595 0.0000
C -3.615489 3.341995 -4.285360 -0.2801 -0.3564 -0.0619 -0.0005
C -2.541435 3.492826 -3.333515 0.2246 -0.0875 0.2429 -0.0006
C -1.769368 4.652935 -3.240027 -0.0100 -0.0671 0.0378 -0.0005
C -0.773331 4.711906 -2.294122 -0.0653 0.0310 -0.1098 -0.0002
C -0.578271 3.612579 -1.462230 0.1297 0.0023 0.1293 0.0033
N -1.295562 2.500360 -1.540334 -0.0714 -0.1973 0.2909 0.0051
C -2.272731 2.426315 -2.463039 0.1173 0.3482 -0.1185 -0.0024
C -3.062537 1.193826 -2.519877 -0.2361 -0.1956 -0.1213 -0.0034
N -2.748673 0.222454 -1.648854 0.0803 0.0599 0.2021 0.0018
C -3.457694 -0.896204 -1.648875 -0.0342 -0.0553 0.0211 -0.0002
C -4.517839 -1.120253 -2.524910 -0.0427 0.0026 -0.0541 -0.0001
C -4.848001 -0.139498 -3.428753 0.0337 0.0790 -0.0150 0.0008
C -4.112093 1.048228 -3.437302 0.1730 -0.2118 0.2918 -0.0008
C -4.387634 2.142217 -4.335884 0.2128 0.3927 -0.0356 0.0003
N -5.330664 2.170602 -5.257541 -0.1087 -0.0590 -0.0594 -0.0001
H -1.979104 5.478509 -3.907216 0.0243 0.0064 -0.0005 0.0000
H -0.152186 5.589006 -2.184179 0.0024 -0.0080 0.0266 0.0000
H 0.180056 3.633590 -0.688276 -0.0303 -0.0086 -0.0043 -0.0031
H -3.175244 -1.642391 -0.916732 0.0175 0.0187 0.0162 -0.0008
H -5.066725 -2.049584 -2.476981 0.0091 0.0008 0.0083 -0.0001
H -5.664063 -0.252685 -4.130277 -0.0048 -0.0379 0.0141 0.0001
O 0.932030 -0.853180 2.003191 -0.0459 -0.3972 -0.5424 -0.0004
C 1.139316 -1.986946 1.126151 0.0054 -0.0342 -0.1858 -0.0054
C 0.018002 -1.603007 0.117769 1.0833 -2.4994 -0.0031 0.0049
O -1.161419 -1.864594 0.429180 -0.0117 0.0487 0.0410 0.0025
O 0.312872 -0.790520 -0.802227 0.5948 -0.4467 -0.3672 -0.0010
C 0.909969 -3.294114 1.858146 -0.1129 0.0104 0.0019 -0.0006
C 1.502623 -3.487364 3.102734 0.0194 -0.0120 -0.0957 0.0006
C 1.329456 -4.676916 3.790905 0.0242 0.0344 0.0326 0.0000
C 0.573689 -5.696858 3.233350 -0.0022 -0.0384 0.0300 0.0000
C 0.002683 -5.523369 1.982943 0.0096 -0.0396 -0.0103 -0.0002
C 0.166502 -4.327033 1.300002 0.0282 0.0584 0.0139 0.0007
C 2.501979 -1.940794 0.450775 0.0657 0.0335 0.0840 -0.0013
C 3.172575 -0.731223 0.312803 0.0366 -0.0504 0.0756 -0.0008
C 4.378311 -0.670275 -0.367047 0.0266 0.0058 -0.0147 0.0004
C 4.925688 -1.817958 -0.921305 0.0162 0.0497 -0.0074 0.0001
C 4.266148 -3.028531 -0.777801 0.0219 -0.0787 -0.0138 -0.0001
C 3.062142 -3.092536 -0.092306 -0.0644 0.0192 0.0155 0.0000
H 1.470919 -0.968743 2.790191 0.0308 0.2334 0.1972 0.0002
H 2.134231 -2.722353 3.542881 -0.0210 0.0159 0.0072 0.0001
H 1.790136 -4.805523 4.761654 -0.0021 -0.0126 -0.0064 0.0000
H 0.433424 -6.624505 3.772747 0.0048 -0.0009 -0.0122 0.0000
H -0.577487 -6.322909 1.540717 -0.0176 0.0277 -0.0166 0.0000
H -0.296573 -4.191348 0.332145 -0.0271 -0.0455 0.0112 -0.0004
H 2.753685 0.162320 0.748448 -0.0612 0.0728 0.0003 0.0001
H 4.889736 0.279333 -0.467177 -0.0041 -0.0134 0.0157 0.0000
H 5.864762 -1.766863 -1.457361 -0.0005 -0.0234 0.0123 0.0000
H 4.695614 -3.931856 -1.192203 -0.0184 0.0050 -0.0076 0.0000
H 2.555283 -4.042456 0.023937 0.0452 -0.0084 -0.0196 0.0000
N 4.560451 3.426640 4.962189 -0.0355 -0.0122 -0.0550 0.0003
C 3.727244 3.153774 4.217318 0.2678 0.0867 0.1753 -0.0004
C 2.683322 2.806202 3.304791 -0.3664 -0.1157 -0.1752 0.0006
C 1.445199 2.386824 3.796690 0.1074 0.0642 0.0457 0.0015
C 0.440130 2.036659 2.912366 -0.2363 0.0110 -0.2375 0.0068
C 0.591275 2.057039 1.509026 0.3014 0.2571 0.1077 0.0028
C 1.847104 2.516239 1.070874 -0.2294 -0.0142 -0.0667 -0.0113
C 2.873513 2.884399 1.927521 0.1328 0.0403 0.0442 -0.0019
H 1.288644 2.341554 4.867535 -0.0222 0.0107 -0.0064 0.0000
H -0.512754 1.733136 3.345135 0.0236 -0.0782 0.0177 -0.0002
H 2.055005 2.576083 0.003209 0.0473 -0.0382 0.0011 -0.0021
H 3.829565 3.215208 1.539594 -0.0050 0.0136 0.0054 -0.0001
N -4.058962 0.237332 2.249735 -0.0250 0.0742 -0.0463 0.0028
C -3.079536 0.453925 1.670290 -0.5691 -0.1712 0.4455 -0.0015